51
Properties=species:S:1:pos:R:3:forces:R:3 method="wB97M-V/def2-TZVPD" total_charge=+1 homo_energy_ev=-12.90 de_lowest_kcal_mol=26.8 total_energy_ev=-30756.447 e_lumo_ha=-0.0919
C -0.2093 -0.7110 -0.0818 -0.361 -0.235 -0.750
C 0.1083 -2.1394 -0.5481 -1.638 -0.436 -1.315
C 1.5735 -2.3946 -0.5803 0.165 0.530 -0.212
C 2.1181 -3.5304 -0.1783 0.792 -1.108 0.438
N -1.6980 -0.4367 -0.2344 0.932 -0.503 0.948
H 0.0998 -0.5878 0.9571 -0.292 0.208 0.092
H 0.3523 0.0354 -0.7035 -0.667 -0.678 0.483
H -0.3928 -2.9366 0.0653 0.260 0.907 -0.347
H -0.3569 -2.2340 -1.6179 1.030 0.060 1.737
H 2.1742 -1.5573 -0.9726 -0.037 -0.639 0.012
H 3.1718 -3.8077 -0.2442 -0.048 0.704 -0.178
H 1.5825 -4.3763 0.2562 -0.525 0.407 -0.218
H -2.0059 -0.5637 -1.2695 0.200 0.149 0.233
H -2.2433 -1.0436 0.4325 0.504 0.567 -0.472
H -1.8542 0.5245 0.0971 -0.425 -0.074 -0.308
H 0.8944 -0.6094 -3.2430 1.637 0.803 0.665
H 0.5667 -1.7332 -4.2313 0.027 0.029 -0.015
O 0.1925 -1.0120 -3.7188 -1.604 -1.006 -1.021
H 3.0687 -1.7641 2.8339 1.613 -0.875 1.125
H 2.1231 -1.9727 1.7159 -0.747 -1.912 -2.135
O 2.3717 -1.3698 2.3663 -0.797 2.560 1.017
H -1.4840 -0.7715 -3.2076 2.924 -0.804 -1.752
H -2.4569 0.3428 -2.9521 -0.077 0.184 -0.095
O -2.2630 -0.5962 -2.7599 -3.080 0.564 1.618
H 2.0163 1.7876 0.1017 0.757 -0.736 2.382
H 2.2450 2.8651 -0.9383 0.550 0.901 -0.191
O 1.7812 2.0625 -0.7565 -0.942 0.070 -2.154
H -1.0049 0.9492 3.5897 0.055 -0.185 -0.456
H -2.2707 1.4027 4.2837 -0.178 -0.429 -1.096
O -1.9833 1.0193 3.4183 0.386 0.711 1.810
H -2.1328 1.8201 1.8902 -0.105 -0.257 1.754
H -3.0906 2.5914 0.9318 0.003 -0.089 0.144
O -2.2599 2.1091 1.0007 -0.221 0.498 -1.742
H 2.5630 0.2510 1.8017 0.239 -0.111 0.048
H 3.2836 1.6284 2.0158 -0.047 -0.123 -0.026
O 2.4732 1.2192 1.6861 0.191 0.342 -0.076
H -2.3950 2.6416 -3.6682 -0.191 0.344 -0.761
H -1.7905 2.4557 -2.3080 0.821 0.313 0.877
O -2.4250 2.0726 -2.9111 -0.777 -0.580 -0.272
H 0.1354 2.6234 -0.9168 1.610 -0.533 0.040
H -1.1847 2.7386 -0.2146 -0.442 0.051 0.637
O -0.7343 2.9500 -1.0309 -1.290 0.784 -0.790
H 2.8707 0.6270 -3.2385 0.005 -0.115 -0.100
H 2.0349 0.8881 -1.9524 0.581 -0.923 -0.865
O 2.3170 0.1657 -2.5998 -0.263 1.046 0.948
H 0.9785 -0.2085 3.6391 -0.525 1.282 0.056
H 1.2342 1.1374 2.9683 0.244 0.421 -0.331
O 0.6571 0.7346 3.6229 -0.010 -1.719 0.548
H -2.4689 -0.4510 2.7378 -0.659 -0.757 -0.259
H -3.5457 -1.6130 2.4984 -0.142 0.054 0.266
O -2.7375 -1.2226 2.1679 0.562 0.338 0.058

83
Properties=species:S:1:pos:R:3:forces:R:3 method="wB97M-V/def2-TZVPD" total_charge=-1 homo_energy_ev=-5.39 total_energy_ev=-83411.833 e_lumo_ha=0.0412
C -2.5190 -5.2552 -4.2775 -0.085 0.205 -1.479
O -2.4732 -6.6048 -3.8179 0.010 1.159 0.744
C -2.5639 -6.7159 -2.3944 -0.230 -1.263 1.434
C -1.2842 -7.3339 -1.7269 0.116 -0.564 -0.930
C -0.0266 -6.3864 -1.6843 -0.154 -0.284 1.041
C -0.3446 -4.8611 -1.5134 1.614 0.153 -0.202
S -1.2656 -4.4318 0.0108 -3.559 1.602 2.414
O -1.7866 -5.6187 0.7601 1.665 1.012 -1.674
O -2.4701 -3.6117 -0.4271 2.335 -1.228 -0.227
N -0.3051 -3.4388 0.9945 -2.607 -1.163 -0.398
S -1.2403 -3.1952 2.4119 3.480 -0.826 1.422
O -0.9486 -4.3038 3.3701 -1.116 2.101 -1.576
O -0.8793 -1.8368 2.9159 -1.221 -2.079 -1.091
H -3.1769 -5.2306 -5.1956 0.576 -0.057 0.859
H -1.4992 -4.9295 -4.6369 -0.876 -0.116 0.598
H -2.9583 -4.5259 -3.5549 0.510 -0.657 -0.296
H -2.8281 -5.7696 -1.8589 0.164 -0.515 -0.751
H -3.4088 -7.4365 -2.1842 0.751 0.681 -0.184
H -1.0011 -8.2411 -2.3401 -0.278 0.860 0.489
H -1.5400 -7.7513 -0.7155 0.163 0.866 -0.868
H 0.6600 -6.5589 -2.5586 -0.859 0.434 0.621
H 0.5722 -6.6908 -0.7782 -0.496 0.324 -0.868
H 0.6465 -4.3251 -1.4439 -1.038 -0.386 0.123
H -0.8806 -4.3851 -2.3682 0.127 -0.517 0.874
H -2.6008 -3.2755 2.1204 0.977 0.237 -0.110
O 1.5737 2.6295 2.0410 -1.298 3.580 -1.064
P 0.8452 3.1773 3.2830 1.374 -5.868 4.073
N 2.2248 3.3008 4.2648 1.106 0.279 0.997
C 2.8143 2.3405 5.1701 -0.169 -0.143 0.049
C 3.1283 4.4031 3.9691 -0.517 0.255 -0.241
N -0.1824 1.8055 3.4481 -0.880 -0.025 -1.383
C -0.1379 0.7801 4.4713 -0.354 0.191 0.912
C -0.5732 1.1824 2.1779 0.312 -0.047 -0.463
N -0.0594 3.9617 4.5821 -1.245 1.852 -2.560
C 0.1073 3.8884 6.0175 1.209 0.453 0.140
C -1.3595 4.4922 4.1764 -0.258 -0.308 0.046
H 3.1955 2.8607 6.0597 0.081 0.042 -0.102
H 3.6418 1.7913 4.7098 0.070 -0.104 0.019
H 2.0992 1.6208 5.5556 -0.129 -0.061 -0.200
H 2.8047 5.3124 4.4934 0.132 0.124 0.020
H 3.1475 4.6215 2.8975 0.038 -0.014 -0.002
H 4.1571 4.1905 4.2661 -0.113 -0.187 0.042
H 0.8453 0.3100 4.5540 0.023 -0.049 0.023
H -0.8397 -0.0273 4.2528 0.108 0.192 -0.335
H -0.4666 1.1528 5.4437 0.305 0.155 0.161
H 0.1890 0.4744 1.8329 -0.155 -0.027 -0.117
H -0.7250 1.9304 1.3992 0.145 0.013 0.115
H -1.5174 0.6436 2.2756 0.128 -0.031 0.322
H 0.3002 2.8837 6.3863 0.085 -0.133 -0.131
H -0.7861 4.2408 6.5391 -0.111 0.048 -0.401
H 0.9305 4.5302 6.3441 0.063 -0.057 0.171
H -2.1492 3.7374 4.2902 -0.024 0.064 0.002
H -1.3417 4.8025 3.1304 -0.019 -0.058 -0.003
H -1.6391 5.3754 4.7595 0.106 -0.017 -0.017
O 1.6015 0.1017 -4.5200 2.290 -0.944 2.831
P 1.2192 0.9885 -3.3226 -5.191 3.125 -2.967
N -0.3766 0.4332 -3.1768 -1.316 -0.233 0.159
C -1.5942 0.9214 -3.7806 0.107 0.165 -0.034
C -0.5460 -0.8972 -2.5947 0.539 0.044 0.434
N 1.5323 2.4749 -4.1555 1.654 0.417 -0.803
C 0.5642 3.4463 -4.6124 -0.315 0.354 0.569
C 2.6324 2.4172 -5.1239 -0.085 -0.359 -0.192
N 0.9547 1.9191 -1.8521 3.200 -1.218 0.454
C -0.2403 2.5632 -1.3540 -0.875 -1.034 0.141
C 2.1793 2.3902 -1.2041 0.168 0.313 0.022
H -2.4169 0.8471 -3.0575 0.034 -0.138 -0.044
H -1.8693 0.3539 -4.6764 -0.104 -0.006 -0.108
H -1.5505 1.9743 -4.0428 0.202 0.052 -0.088
H -0.5807 -0.8343 -1.5008 -0.089 -0.181 0.027
H 0.2839 -1.5552 -2.8670 -0.016 -0.001 -0.032
H -1.4612 -1.3874 -2.9321 -0.005 0.203 -0.080
H -0.2059 3.0072 -5.2540 -0.107 0.023 -0.021
H 1.0429 4.2314 -5.2062 0.233 -0.228 0.067
H 0.1059 3.9901 -3.7856 -0.286 -0.187 0.061
H 2.2905 2.0362 -6.0957 0.160 -0.049 -0.037
H 3.4402 1.7765 -4.7719 -0.155 -0.064 -0.062
H 3.0684 3.4091 -5.2780 -0.224 0.102 0.145
H -0.8054 3.0939 -2.1185 0.006 -0.073 -0.214
H 0.0001 3.2981 -0.5817 0.425 -0.196 -0.063
H -0.9073 1.8329 -0.8898 -0.163 0.080 -0.010
H 2.4795 3.3761 -1.5887 0.001 -0.005 0.005
H 3.0025 1.6957 -1.3833 -0.007 0.016 -0.069
H 2.0618 2.4623 -0.1198 -0.062 -0.074 -0.127

18
Properties=species:S:1:pos:R:3:forces:R:3 method="wB97M-V/def2-TZVPD" homo_energy_ev=-10.24 de_lowest_kcal_mol=60.4 smiles="N#CC(=O)[C@@H](O)[C@H]1CN1.O" total_energy_ev=-14435.126 e_lumo_ha=-0.0321
O 0.4780 0.1194 1.6027 0.148 0.008 0.212
C -0.3755 -0.1219 0.5203 -0.403 0.164 -0.298
C 0.2506 0.3566 -0.7865 -0.118 0.275 0.127
C 1.3683 -0.3946 -1.4078 0.298 -0.151 0.097
N 0.0814 -0.2799 -2.0852 -0.148 -0.109 -0.162
C -0.8464 -1.5727 0.4906 -0.078 -0.148 0.235
O -0.2894 -2.4660 1.0655 0.068 0.112 -0.192
C -2.1244 -1.8264 -0.2364 -0.827 0.130 -0.604
N -3.1259 -1.9375 -0.8083 1.152 0.057 0.646
H 1.2433 -0.4668 1.5516 -0.010 -0.030 -0.037
H -1.2735 0.4756 0.7396 0.120 -0.083 -0.218
H 0.2727 1.4472 -0.8459 0.027 -0.283 0.054
H 2.1926 0.1614 -1.8566 -0.246 -0.185 0.094
H 1.6419 -1.3667 -0.9870 -0.077 0.255 -0.063
H -0.4431 -1.1503 -2.0643 0.058 0.109 0.060
O 0.4093 3.1906 1.3828 -0.344 0.327 0.423
H 0.5417 2.2444 1.5447 -0.069 0.213 0.353
H -0.0017 3.5877 2.1801 0.449 -0.662 -0.725

18
Properties=species:S:1:pos:R:3:forces:R:3 method="wB97M-V/def2-TZVPD" homo_energy_ev=-8.19 de_lowest_kcal_mol=106.8 total_energy_ev=-18695.286 e_lumo_ha=0.0087
C -0.7449 -0.8009 2.0603 -0.778 1.034 0.025
C -1.6443 -1.8414 -0.1141 -0.860 1.763 -1.334
C -0.5357 -1.0629 0.5620 -1.365 -0.651 2.499
C 0.4668 -0.6467 -0.1619 0.480 0.596 -1.696
N 1.8259 1.7594 -1.9194 -0.593 0.096 0.894
O 1.6147 -0.0597 0.2504 -0.608 -0.706 1.963
S 0.7397 2.6560 -1.0746 3.433 1.792 -1.340
H -1.3904 0.1323 2.0886 0.731 -0.783 0.183
H -1.3789 -1.5454 2.5505 0.125 -0.235 -0.328
H 0.0997 -0.6382 2.7532 -0.011 -0.015 -0.854
H -2.7166 -1.4359 0.0316 1.603 -0.903 0.618
H -1.5309 -1.5769 -1.1922 0.047 -0.913 0.406
H -1.5160 -2.9146 0.0628 -0.509 0.222 -0.088
H 1.6405 2.7494 -0.0967 -0.588 -0.183 1.134
H 0.3080 -0.6962 -1.2447 0.580 -0.198 0.136
H 1.4196 1.4913 -2.7879 -0.622 -0.236 -0.826
H 2.0184 0.3810 -0.4780 0.561 0.721 -1.534
H 1.3243 4.0495 -1.2900 -1.629 -1.403 0.143